# 1
86
Properties=species:S:1:pos:R:3:forces:R:3:mulliken_charge:R:1 method="wB97M-V/def2-TZVPD" lumo_ha="-0.2652 / -0.3061" total_charge=+2 orbital_gap_ev="5.431 / 4.277" spin_multiplicity=2
C -1.992 3.624 -0.481 0.2 -1.4 -0.1 -0.76
H 5.433 1.794 -1.046 -0.2 -0.2 0.1 0.30
H -7.175 2.139 -0.574 0.2 -0.5 -0.2 0.33
C 1.901 -3.547 1.458 -0.9 0.3 0.3 -0.37
H -5.579 -2.105 -3.270 -0.7 0.1 0.5 0.25
H -6.263 2.645 1.498 0.1 -0.7 0.2 0.27
C -0.261 -2.114 -3.417 -0.6 0.5 0.3 -0.51
H 6.074 0.258 1.477 -0.6 0.2 -0.5 0.38
H 5.355 1.822 1.369 -0.3 -0.2 -0.3 0.30
C -1.896 0.987 0.446 -1.3 1.4 -0.3 -0.05
C -4.768 1.743 2.598 -2.3 1.4 0.3 0.15
H -4.588 -2.094 -0.697 -0.2 -0.3 0.4 0.45
H -2.022 4.647 -0.872 -0.3 -0.5 0.1 0.51
C 2.987 -5.282 0.085 -0.7 0.0 0.1 -0.69
C 0.578 2.553 3.347 -0.7 1.1 1.6 0.08
H -6.648 -3.011 -2.225 -0.1 -0.3 0.4 0.37
H -1.953 -0.101 0.487 -0.6 -0.3 0.3 0.49
H 4.434 -0.078 -2.212 0.1 0.2 0.5 0.23
H -7.646 0.418 -2.353 0.7 -0.1 0.7 0.30
C -5.227 -1.227 -0.601 -0.3 0.9 0.7 -1.09
H 1.162 -1.722 -5.071 -0.3 -0.1 0.4 0.32
O 1.280 2.565 1.008 -0.4 0.9 -0.3 -0.47
C -2.793 3.206 0.610 -0.4 0.3 0.6 -0.25
H 1.350 5.068 3.198 -0.3 0.5 0.5 0.47
C -6.475 -2.013 -2.596 0.3 -0.5 -2.1 -1.32
H 3.115 0.793 1.332 0.3 0.2 -0.2 -0.68
H -3.562 3.928 0.982 0.9 -0.8 0.0 0.46
H 0.453 -0.276 -4.440 -0.1 -0.3 0.4 0.31
H 3.376 -4.923 2.269 -0.4 -0.1 -0.7 0.30
C 2.012 -1.143 -3.161 0.3 1.0 -0.4 -0.43
C 1.094 4.742 2.205 -0.4 -0.6 0.2 -1.52
H 0.788 -3.592 1.397 0.7 -0.1 0.0 0.21
H 4.030 -0.584 1.883 -0.2 -0.2 -0.1 0.25
H -0.590 2.781 -1.982 0.7 0.7 -0.3 0.59
C 0.793 -1.276 -4.135 1.2 0.2 -0.4 -0.79
H 2.150 -2.916 2.326 -0.1 -0.4 -0.2 0.27
C 5.300 0.826 0.912 0.9 -0.2 0.6 -0.46
H -0.381 -3.091 -3.903 0.1 0.2 0.4 0.35
C -1.114 2.683 -1.061 -0.9 -0.8 1.8 -0.53
H 0.387 -3.301 -1.713 -0.2 -0.1 0.1 0.18
C 2.534 -4.952 1.538 0.3 -0.4 0.1 -0.70
C -6.880 0.231 -1.570 -0.4 -0.5 0.2 -0.79
C -5.044 -0.301 0.439 0.6 0.3 0.2 0.07
H 1.754 5.309 1.554 -0.1 0.0 -0.4 0.53
C 1.486 3.270 2.284 0.0 -0.4 0.8 1.58
H -7.327 -1.787 -3.277 0.5 0.1 0.7 0.34
C 4.802 -0.303 -1.197 -0.7 -0.7 -0.6 -0.38
C -6.631 1.182 -0.589 -0.1 0.7 -0.3 -0.73
H -2.948 1.377 3.188 0.2 -0.3 -0.4 0.26
C 0.245 -2.241 -1.947 -0.5 -1.3 0.2 -0.18
H -4.389 -0.568 1.292 -0.4 0.2 -0.7 0.64
H 2.201 -5.864 -0.452 0.4 0.7 0.4 0.29
C 5.634 0.826 -0.576 0.0 0.0 -0.3 -0.81
O -5.166 1.952 3.737 0.9 -0.4 -2.1 -0.57
H 6.695 0.638 -0.726 0.0 0.0 -0.1 0.34
H 2.303 -0.063 -3.149 0.0 -0.8 0.2 0.19
O 1.168 -0.655 0.514 -1.2 1.1 1.4 -0.24
O -0.089 1.443 2.865 0.7 0.6 -0.7 -0.48
H 4.305 -3.653 -0.553 -0.2 0.0 0.4 0.24
C -6.223 -1.020 -1.535 -0.1 1.4 -0.7 0.76
C 3.233 -3.906 -0.542 0.5 0.4 -1.4 -0.37
H 1.838 -5.749 1.876 0.3 0.8 0.0 0.35
P 2.218 -1.389 -0.334 1.0 -1.2 -1.3 -1.00
H -0.459 -1.854 -1.196 0.0 0.1 -0.3 -0.02
H 2.958 -3.820 -1.617 -0.1 -0.4 0.5 0.28
H 2.894 -1.737 -3.478 -0.5 0.3 0.0 0.35
Ti -0.029 0.839 1.089 5.5 -1.1 2.2 0.77
N 1.542 -1.593 -1.841 1.1 1.4 -0.2 0.58
N 2.447 -2.927 0.227 -0.6 0.2 0.6 0.48
H 3.222 2.184 3.015 0.1 0.3 0.1 0.37
H 0.019 4.920 2.041 0.5 0.0 -0.1 0.33
H 1.335 3.340 0.399 -0.2 -1.2 -0.2 0.39
O 0.419 3.008 4.465 0.5 -1.3 -2.6 -0.52
H 3.872 -5.917 0.032 0.1 0.2 0.2 0.37
C -2.708 1.894 1.184 -1.2 -0.3 -0.8 0.08
C 3.948 0.137 1.066 -0.5 -0.5 0.0 0.34
N 3.647 -0.530 -0.254 -0.4 0.7 -0.1 0.39
N -3.469 1.374 2.307 2.2 0.7 -0.3 -0.04
H 5.357 -1.242 -1.332 0.1 0.3 0.4 0.33
H -1.263 -1.617 -3.456 0.8 -0.4 0.1 0.20
C 2.956 3.195 2.688 -0.6 -0.4 0.3 -1.73
C -5.692 0.958 0.414 -0.1 -1.6 -0.1 0.56
H 3.630 3.507 1.893 -0.1 0.1 -0.1 0.35
H 3.006 3.900 3.512 0.6 -0.2 0.3 0.57
N -5.528 1.938 1.411 0.4 0.5 1.2 -0.03
N -0.940 1.442 -0.486 -2.5 1.3 -1.6 0.04



# 2
81
Properties=species:S:1:pos:R:3:forces:R:3:mulliken_charge:R:1 method="wB97M-V/def2-TZVPD" lumo_ha="-0.5596 / -0.5589" total_charge=+4 orbital_gap_ev="2.984 / 3.033"
H -0.782 3.922 2.619 0.2 0.3 0.0 0.37
C 2.333 2.617 2.278 0.5 -0.1 -0.1 0.09
H 4.158 3.511 3.028 -0.4 -0.1 0.0 0.45
H -3.415 1.832 2.117 -0.2 0.4 0.2 0.26
H -2.912 3.481 1.650 -0.4 -0.2 0.0 0.03
C -4.441 4.133 -0.688 0.6 -0.3 -0.8 -1.20
H 5.786 0.498 -1.028 -0.2 0.1 0.2 0.52
C -0.683 1.376 -2.797 0.2 0.9 -1.1 -0.53
C 0.005 -0.570 3.144 0.0 0.1 -0.3 -0.65
H 4.692 1.429 0.081 0.2 -0.4 -0.1 0.37
H -6.144 1.046 0.663 -0.2 0.3 0.0 0.37
H -0.867 -0.051 3.554 0.3 -0.3 0.1 0.51
H 4.530 -0.355 -0.059 0.3 0.2 -0.1 0.24
H -6.511 2.798 0.908 0.3 -0.2 -0.2 0.43
H 5.404 0.188 -3.398 -0.2 -0.2 -0.1 0.52
C -0.733 -4.597 0.966 0.1 0.6 0.0 -0.64
H -0.563 -7.512 -0.108 0.0 0.3 -0.1 0.45
Zr -0.424 -0.484 -1.538 4.6 -0.7 9.2 -0.08
H 2.252 -0.104 0.628 0.1 -0.3 0.3 0.31
H -4.642 4.084 -1.768 -0.1 0.3 0.3 0.40
H 3.815 -0.042 -4.227 0.3 -0.1 0.1 0.40
H -3.196 -0.983 -2.713 0.2 0.2 -0.1 0.60
N 0.315 1.192 -0.263 -0.2 -0.3 -1.3 0.12
C 0.071 -0.761 -3.722 0.5 -0.1 -1.3 -0.90
C 2.205 -1.847 1.952 0.1 0.0 0.3 -0.90
C -1.956 0.812 -2.550 -1.6 0.9 -1.6 0.43
P 3.588 0.798 -1.965 0.7 -0.2 -0.3 0.79
H -6.589 2.050 -0.736 0.0 0.0 0.4 0.39
H -1.535 -4.284 1.649 0.3 -0.1 -0.1 0.40
H -0.604 -7.130 -1.864 0.2 -0.2 0.3 0.39
C 0.959 2.764 2.119 -0.2 0.5 0.0 0.60
C 1.779 -0.608 1.476 -0.1 0.0 -0.4 0.56
H -0.122 -3.722 0.711 0.0 -0.2 0.2 -0.25
S -0.067 1.467 1.316 0.6 0.4 2.3 0.48
H 3.947 3.153 -1.595 0.0 -0.1 -0.4 0.40
H -0.070 -2.285 4.463 0.1 0.2 -0.3 0.48
H -3.293 -5.648 1.028 0.0 -0.1 -0.2 0.32
H 3.011 5.511 3.967 -0.2 -0.3 -0.1 0.43
C -1.202 -1.320 -3.486 -0.7 -0.7 -1.7 -0.28
H 3.104 2.853 -3.147 0.4 0.1 0.1 0.40
H -5.254 4.674 -0.183 0.2 -0.3 -0.1 0.38
C 3.074 3.604 2.943 -0.3 -0.2 -0.3 -0.86
H 4.875 2.551 -3.030 -0.2 0.1 0.2 0.44
H 0.922 1.935 -0.619 -0.2 -0.3 0.0 0.14
C -0.371 -6.738 -0.863 0.2 0.3 -1.1 -1.19
P -1.477 -5.305 -0.568 0.6 -0.8 1.7 0.50
O 2.593 -2.354 -1.232 -4.1 2.8 -0.7 -0.17
H 1.842 -3.441 3.371 0.0 0.4 0.0 0.54
C -2.220 -0.531 -2.907 -1.2 0.2 -0.9 -0.52
H -0.489 2.420 -2.547 -0.1 -0.3 -0.1 0.51
H 0.561 5.757 3.758 0.0 -0.5 -0.1 0.44
C -2.916 -6.180 0.148 -0.7 0.4 -0.7 -1.03
H -4.604 3.187 2.238 0.4 -0.1 -0.3 0.49
C -6.065 2.054 0.231 0.1 -1.0 -0.5 -1.23
C 2.430 4.726 3.474 -0.2 0.0 -0.2 -0.49
O -2.427 -1.836 1.011 2.9 1.3 -4.2 -0.11
H 0.876 -1.363 -4.146 -0.3 0.1 0.0 0.57
H 0.680 -6.427 -0.842 -0.2 -0.1 -0.1 0.35
H -2.633 -7.207 0.411 -0.1 0.3 -0.1 0.34
C 1.644 -1.694 -1.373 4.3 -3.1 0.6 0.28
C 0.673 0.008 2.059 -0.7 -0.7 0.3 0.12
C -1.785 -1.524 0.093 -3.5 -1.4 4.5 0.28
H 1.331 0.998 -3.539 -0.5 -0.1 -0.1 0.53
H -3.487 4.658 -0.544 -0.3 0.0 -0.1 0.36
C 1.041 4.860 3.359 0.2 -0.3 -0.2 -0.80
C 0.338 0.582 -3.366 0.2 1.3 -2.1 0.23
H -0.087 -5.323 1.478 -0.3 0.0 -0.2 0.50
H 3.082 -2.327 1.512 -0.3 0.1 0.2 0.51
C 3.920 2.514 -2.489 -0.7 0.1 0.1 -1.25
C -3.758 2.774 1.661 0.5 -0.5 -0.1 -0.77
H -3.702 -6.205 -0.618 0.0 -0.2 0.4 0.39
C 4.373 -0.175 -3.289 -0.5 -0.3 -0.1 -1.35
H -1.400 -2.363 -3.743 0.0 0.3 0.0 0.56
C 1.533 -2.452 3.022 -0.1 0.1 -0.1 -0.85
C 4.775 0.570 -0.602 -0.5 -0.1 0.4 -1.16
P -4.289 2.406 -0.071 -0.8 1.4 1.2 0.59
C 0.443 -1.810 3.623 0.0 0.1 0.0 -0.76
H 4.367 -1.240 -3.019 0.2 0.3 -0.2 0.35
H 2.810 1.711 1.915 0.2 0.2 0.0 0.41
C 0.304 3.873 2.693 -0.4 -0.2 -0.4 -0.40
H -2.729 1.422 -2.073 0.1 -0.2 -0.1 0.08